[1]
Formula: C17H51NO8
Source: OMol25
Level of theory: ωB97M-V/def2-TZVPD

The geometry in XYZ format:
```
77
Properties=species:S:1:pos:R:3:forces:R:3:lowdin_charge:R:1
C -0.079 -3.430 3.238 0.67 -0.08 0.17 -0.06
C -0.766 -2.986 1.962 -0.54 0.61 -0.01 -0.50
C -1.580 -1.708 2.206 0.10 0.27 0.67 -0.05
O 0.214 -2.754 0.963 -0.10 -0.24 -0.06 -0.08
H 0.404 -4.408 3.174 -0.35 -0.15 -0.27 0.08
H -0.765 -3.435 4.084 -0.06 -0.04 -0.04 0.08
H 0.761 -2.774 3.484 -0.25 0.35 -0.07 0.07
H -1.490 -3.750 1.651 0.18 -0.25 -0.13 0.13
H -2.220 -1.379 1.387 0.18 -0.26 -0.30 0.05
H -0.898 -0.887 2.444 0.02 0.03 -0.04 0.07
H -2.239 -1.822 3.073 0.04 -0.12 -0.02 0.08
H -0.248 -2.406 0.172 0.08 0.10 0.07 0.03
C -2.939 5.349 3.525 0.27 -0.22 0.20 -0.06
C -1.697 5.817 2.778 -0.33 -0.02 0.10 -0.50
C -1.137 4.835 1.763 0.25 0.02 -0.12 -0.06
O -2.058 7.050 2.160 -0.12 0.19 -0.24 -0.06
H -3.784 5.120 2.875 0.09 0.12 -0.19 0.08
H -3.237 6.123 4.231 -0.10 0.03 -0.06 0.08
H -2.714 4.452 4.107 0.05 0.00 -0.05 0.08
H -0.934 6.035 3.536 0.10 -0.17 -0.08 0.13
H -0.231 5.252 1.312 0.06 -0.03 0.08 0.08
H -1.809 4.636 0.924 -0.28 0.07 0.20 0.08
H -0.854 3.882 2.209 -0.02 0.04 0.09 0.07
H -1.380 7.300 1.525 0.03 -0.05 0.08 0.08
C 6.064 0.575 0.097 -0.46 0.75 -0.42 -0.05
C 4.991 0.924 -0.937 0.86 -1.06 -0.59 -0.48
C 5.528 1.511 -2.237 0.60 0.66 0.58 -0.06
O 4.318 -0.295 -1.307 -1.01 0.44 0.62 -0.08
H 6.649 1.478 0.288 0.30 -0.23 0.04 0.08
H 6.661 -0.239 -0.311 0.29 0.06 0.23 0.08
H 5.595 0.283 1.034 0.03 -0.23 -0.03 0.07
H 4.289 1.626 -0.486 -0.37 -0.30 -0.14 0.13
H 4.682 1.827 -2.843 0.15 -0.05 -0.28 0.07
H 6.181 0.813 -2.768 -0.33 -0.29 -0.06 0.08
H 6.196 2.362 -2.057 -0.34 0.16 0.06 0.08
H 4.871 -0.801 -1.905 0.24 0.10 -0.01 0.08
C -3.149 -2.310 -2.855 -0.11 -0.62 0.14 -0.04
C -2.424 -2.690 -1.565 0.53 1.02 0.33 -0.39
C -1.721 -4.026 -1.648 0.61 0.04 -0.49 -0.22
O -2.628 -5.057 -1.951 -0.26 0.04 -0.19 -0.18
C -1.963 -6.266 -2.242 -0.32 -0.16 0.66 -0.11
N -1.413 -1.629 -1.277 -0.07 -0.11 -0.33 0.05
H -3.856 -3.072 -3.190 -0.16 0.18 0.19 0.08
H -2.409 -2.222 -3.656 0.10 0.05 0.06 0.08
H -3.622 -1.338 -2.729 -0.24 -0.03 -0.08 0.06
H -3.024 -2.664 -0.650 -0.59 -0.30 -0.41 0.14
H -1.149 -4.242 -0.737 -0.18 0.02 0.10 0.12
H -0.975 -3.958 -2.459 0.03 0.03 0.01 0.13
H -2.710 -7.020 -2.483 -0.09 0.13 -0.21 0.09
H -1.464 -6.624 -1.334 0.35 -0.01 -0.14 0.09
H -1.254 -6.159 -3.065 0.08 0.03 -0.02 0.09
H -1.919 -0.790 -0.991 0.07 -0.23 0.37 0.04
H -1.003 -1.322 -2.160 0.36 -0.32 0.06 0.05
C 1.996 0.252 3.237 -0.45 -0.29 -0.37 -0.17
O 1.106 1.359 3.229 0.27 -0.05 0.07 -0.13
H 1.631 -0.511 2.541 0.20 -0.09 -0.01 0.06
H 3.017 0.522 2.952 0.02 0.09 0.06 0.07
H 2.003 -0.209 4.224 0.03 0.23 0.10 0.08
H 0.831 1.511 2.313 -0.23 0.15 0.22 0.02
C 0.676 0.931 -0.044 -0.39 -0.76 -0.54 -0.14
O -0.127 1.868 0.649 -0.13 0.09 0.13 -0.15
H 1.724 1.095 0.199 -0.01 0.21 -0.13 0.08
H 0.445 -0.112 0.199 -0.03 0.06 0.41 0.07
H 0.503 0.965 -1.126 0.29 0.39 -0.01 0.07
H -1.063 1.719 0.405 0.61 -0.06 0.01 0.05
C 1.680 -0.270 -3.360 -0.10 0.35 0.48 -0.15
O 0.309 -0.541 -3.662 0.13 0.41 -0.49 -0.15
H 2.345 -0.489 -4.200 -0.03 -0.41 0.17 0.08
H 1.849 0.784 -3.106 -0.19 -0.04 0.00 0.07
H 1.890 -0.838 -2.456 0.39 -0.14 -0.26 0.08
H 0.098 -0.008 -4.437 -0.21 -0.17 0.08 0.08
C -3.092 1.603 -1.677 0.18 -0.10 -0.36 -0.11
O -2.590 1.147 -0.418 -0.67 0.11 0.13 -0.15
H -4.125 1.297 -1.856 0.00 0.01 0.22 0.09
H -3.011 2.688 -1.768 0.03 -0.04 -0.02 0.09
H -2.487 1.116 -2.442 0.07 0.17 0.01 0.08
H -3.271 1.331 0.242 0.17 -0.10 0.04 0.11
```
Forces are in eV/Å.

As for the maximum force: 0.0289 hartree/bohr. The energy above the lowest of the compared OMol25 structures with the same formula, charge and spin comes out at 0.00 kJ/mol. The SMILES is COC[C@H](C)N.CC(C)O.CC(C)O.CC(C)O.CO.CO.CO.CO. The calculation puts the molar mass at 397.59 g/mol. The highest occupied orbital energy comes out at -9.44 eV.

[2]
Formula: C17H52O9
Source: OMol25
Level of theory: ωB97M-V/def2-TZVPD

The geometry in XYZ format:
```
78
Properties=species:S:1:pos:R:3:forces:R:3:lowdin_charge:R:1
C 1.049 -1.916 -2.046 -1.62 -0.75 -0.13 -0.06
C 2.202 -1.724 -2.976 1.60 -0.47 0.77 -0.44
C 1.831 -0.716 -4.035 -0.95 0.28 1.25 -0.05
O 3.347 -1.282 -2.170 -0.25 1.20 -1.94 -0.08
H 0.332 -2.609 -2.548 -0.01 0.76 0.31 0.10
H 0.565 -0.946 -1.771 0.32 -0.75 -0.35 0.08
H 1.299 -2.433 -1.129 0.39 -0.06 0.24 0.07
H 2.511 -2.661 -3.498 -0.29 0.34 0.55 0.14
H 1.067 -1.114 -4.687 0.00 -0.27 -0.35 0.09
H 2.625 -0.286 -4.559 1.53 0.11 -1.13 0.06
H 1.373 0.133 -3.547 -0.33 0.35 0.29 0.06
H 3.452 -1.720 -1.313 -0.48 -0.42 0.29 0.03
C -2.038 -3.235 4.315 1.17 -0.04 -2.33 -0.05
C -2.311 -3.519 2.801 0.27 1.20 1.13 -0.43
C -3.757 -3.941 2.616 1.44 -1.02 -0.07 -0.06
O -2.115 -2.228 2.153 0.42 -1.11 0.82 -0.07
H -2.159 -4.154 4.802 -0.27 -1.27 1.16 0.05
H -2.667 -2.475 4.705 -0.81 0.57 0.23 0.07
H -1.005 -2.910 4.449 0.01 -0.02 -0.06 0.08
H -1.597 -4.319 2.447 -0.55 0.93 0.08 0.15
H -4.375 -3.245 3.080 -1.14 1.52 0.60 0.06
H -3.922 -4.857 3.168 -0.10 -0.57 -0.27 0.08
H -4.004 -4.024 1.570 -0.24 -0.29 -0.36 0.07
H -2.388 -2.345 1.253 -0.16 0.24 -0.99 0.04
C 0.861 -0.287 1.632 1.73 -0.72 1.14 -0.09
O 2.126 0.254 1.272 0.69 0.34 0.15 -0.14
H 0.938 -1.348 1.458 -0.52 -0.53 0.09 0.08
H 0.664 -0.088 2.687 0.15 -0.07 -0.01 0.10
H 0.099 0.135 1.088 -1.87 0.94 -1.41 0.04
H 2.123 0.684 0.404 -0.30 0.18 -0.05 0.05
C -2.945 1.458 1.800 0.47 0.81 -0.80 -0.11
O -2.205 1.814 0.604 -0.36 -1.52 0.02 -0.17
H -2.619 0.528 2.282 -0.06 0.09 -0.35 0.07
H -2.679 2.298 2.406 -0.24 0.28 1.06 0.06
H -4.031 1.481 1.627 0.24 -0.25 -0.02 0.08
H -2.146 0.992 0.059 -0.25 0.97 0.32 0.03
C -0.889 2.345 -2.714 0.52 0.89 -2.26 -0.18
O -0.434 1.403 -1.829 0.65 -1.62 1.28 -0.16
H -0.955 1.947 -3.746 0.25 -0.26 0.10 0.07
H -1.942 2.576 -2.526 0.40 0.70 0.60 0.09
H -0.141 3.181 -2.826 -1.32 -0.24 0.53 0.10
H 0.526 1.473 -1.646 -0.47 0.24 -0.23 0.06
C 3.360 3.203 -0.228 1.92 -0.56 0.28 -0.08
C 3.368 2.504 -1.565 -1.27 0.87 1.31 -0.25
O 2.457 1.386 -1.366 0.71 0.42 -0.96 -0.12
H 3.775 2.469 0.512 -0.24 0.93 -0.34 0.09
H 2.367 3.428 0.041 -1.26 0.35 0.38 0.04
H 3.953 4.129 -0.264 -0.07 -0.32 0.20 0.08
H 4.352 2.164 -1.789 0.69 -0.50 -0.42 0.11
H 3.051 3.245 -2.313 -0.29 -0.69 -0.28 0.12
H 2.946 0.632 -1.730 -0.38 -0.80 -0.12 0.06
C -1.841 5.559 0.261 -1.11 -0.76 0.08 -0.09
C -0.460 5.162 -0.173 -0.28 0.09 -0.17 -0.33
O -0.221 3.781 -0.057 0.26 0.13 -0.01 -0.09
H -2.637 4.968 -0.241 0.56 0.19 0.00 0.09
H -2.093 6.593 0.101 0.20 0.51 -0.15 0.07
H -1.977 5.358 1.316 0.04 -0.01 0.41 0.07
H 0.270 5.695 0.402 0.56 0.38 0.65 0.10
H -0.294 5.495 -1.184 0.04 -0.08 -0.79 0.10
H -1.019 3.358 0.277 -0.15 -0.56 -0.02 0.04
C 3.981 -2.040 2.744 0.93 -0.62 -1.99 -0.06
C 4.368 -2.408 1.264 0.23 -1.01 2.20 -0.31
O 3.386 -1.980 0.396 -0.73 1.01 -0.21 -0.12
H 3.987 -0.952 2.694 -0.76 -0.01 0.88 0.07
H 4.759 -2.388 3.383 0.93 0.03 0.56 0.05
H 3.124 -2.616 3.079 -0.64 0.72 -0.19 0.08
H 4.434 -3.489 1.168 0.23 -0.18 -0.08 0.11
H 5.350 -1.976 1.072 0.14 0.12 -0.29 0.11
H 3.045 -1.139 0.801 -0.21 -0.21 -0.63 0.05
C -4.268 -2.021 -1.307 2.23 -1.18 0.18 -0.06
C -3.236 -1.042 -1.852 -2.25 0.06 0.43 -0.32
O -2.414 -0.556 -0.851 1.67 0.37 0.66 -0.09
H -3.697 -2.926 -0.924 -0.94 0.90 -0.20 0.09
H -4.942 -2.337 -2.072 -0.35 -0.29 -0.69 0.06
H -4.852 -1.573 -0.549 -0.49 0.41 1.09 0.06
H -3.808 -0.252 -2.314 -0.03 0.65 -0.37 0.11
H -2.665 -1.516 -2.577 1.09 -0.93 -1.59 0.09
H -1.577 -0.239 -1.270 -0.63 -0.09 0.31 0.07
```
Forces are in eV/Å.

As for the maximum force: 0.0506 hartree/bohr. The energy above the lowest of the compared OMol25 structures with the same formula, charge and spin comes out at 196.99 kJ/mol. The SMILES is CC(C)O.CC(C)O.CCO.CCO.CCO.CCO.CO.CO.CO. The calculation puts the molar mass at 400.59 g/mol. The highest occupied orbital energy comes out at -9.60 eV.